{"formula": "C39H19Br2F15GeMnN5O7P2S2", "method": "ωB97M-V/def2-TZVPD", "s_squared": 8.7529, "lumo_energy_ev": [1.8, 1.7], "spin_multiplicity": 6, "gap_ev": [6.710, 6.734], "total_charge": -1, "symbols": ["Br", "Br", "Ge", "Mn", "S", "S", "P", "P", "F", "F", "F", "F", "F", "F", "F", "F", "F", "F", "F", "F", "F", "F", "F", "O", "O", "O", "O", "O", "O", "O", "N", "N", "N", "N", "N", "C", "C", "C", "C", "C", "C", "C", "C", "C", "C", "C", "C", "C", "C", "C", "C", "C", "C", "C", "C", "C", "C", "C", "C", "C", "C", "C", "C", "C", "C", "C", "C", "C", "C", "C", "C", "C", "C", "C", "H", "H", "H", "H", "H", "H", "H", "H", "H", "H", "H", "H", "H", "H", "H", "H", "H", "H", "H"], "positions_angstrom": [[-5.07536, 3.22839, 0.32048], [-4.63758, 1.29921, 5.61046], [-1.06749, -2.56988, -0.15144], [-0.07639, 1.99595, -0.02047], [2.17053, 5.04347, 3.33349], [-1.33866, -0.55393, -0.70962], [1.20396, 2.83389, -3.04408], [0.82684, 5.22294, -1.31479], [3.33346, -4.15343, -2.64843], [0.94499, -3.62264, 2.19273], [3.37952, -4.72641, 2.01637], [4.57550, -5.01453, -0.40638], [-3.12644, -5.37259, 4.94460], [-4.93678, -5.50175, -3.95135], [-2.52791, -1.44663, 2.46246], [-3.30541, -2.66222, 4.73811], [-3.97573, -2.50345, -0.48299], [-1.15784, -5.58391, 0.70394], [0.91990, -2.93622, -2.46486], [-5.76110, -3.62397, -2.16704], [-2.10831, -6.82353, 2.88645], [-0.59178, -5.25472, -2.26645], [-2.34132, -6.29006, -3.98382], [2.65879, 2.91280, -2.73393], [0.96733, 2.46344, -4.61195], [0.04660, 4.20324, -0.50141], [0.30211, 1.97005, -2.21307], [0.41434, 6.63691, -1.24692], [2.40189, 5.04114, -1.12298], [-2.12183, 2.47678, 0.25851], [4.19602, 1.91146, 0.38311], [1.12222, 3.29783, 1.81414], [-0.65270, 1.17424, 2.11061], [2.06727, 1.31036, 0.17366], [-1.04835, 4.27980, -2.87625], [2.91555, 2.09669, 0.80399], [-2.70664, -4.75469, 3.84023], [2.74875, -4.32425, 0.90718], [0.77160, 5.43322, -4.17245], [-2.36249, -2.76401, 2.56896], [-2.79827, -3.37928, 3.73056], [3.21053, 3.94312, 2.53121], [-1.72235, -4.83308, 1.66535], [-4.47261, -3.97491, -2.21795], [-1.79419, -3.45834, 1.52218], [1.47508, -3.44450, -1.35763], [5.15655, 0.45093, -1.44691], [4.16611, 0.98075, -0.63313], [-3.81997, 1.62134, 3.91945], [0.43826, 4.51903, -3.01877], [-2.45822, 1.31553, 3.71940], [3.39275, -0.75967, -2.59306], [-0.28659, 0.52518, 4.37163], [3.36084, -4.47420, -0.32232], [-1.57763, 0.82857, 4.70862], [0.12285, 0.66887, 3.03851], [2.81723, 0.61448, -0.75615], [-2.73473, -5.32984, -3.13682], [0.80010, -3.34177, -0.15359], [2.72141, -4.02967, -1.46484], [-2.18000, -5.49028, 2.79300], [2.47582, 3.09725, 1.75111], [0.81800, 4.28236, 2.57980], [-2.19067, -3.73464, -1.38907], [1.48559, -3.76195, 0.97189], [2.41092, -0.25284, -1.76426], [-4.58402, 2.15167, 2.91245], [-2.67579, 2.16736, 1.36432], [-4.05918, -4.93752, -3.12061], [-1.91483, 1.53486, 2.42678], [4.74558, -0.43956, -2.42003], [-1.82956, -4.74204, -2.26705], [-4.01821, 2.42540, 1.66898], [-3.53831, -3.40326, -1.37522], [2.71195, 4.21791, -1.58679], [4.98298, 2.47794, 0.64177], [1.61963, 1.79398, -4.87124], [6.19465, 0.74446, -1.35450], [4.27642, 3.97827, 2.68767], [5.48343, -0.88591, -3.07476], [-0.19159, 4.62483, 2.75782], [0.40740, 6.44265, -3.96704], [1.11147, 0.35202, 2.71993], [3.11752, -1.39910, -3.42169], [0.35058, 5.07106, -5.11276], [0.41011, 0.15171, 5.11063], [1.85390, 5.48414, -4.28645], [-1.40478, 3.57881, -3.52402], [-1.57304, 5.15024, -2.94542], [-5.62713, 2.37251, 3.09052], [1.35664, -0.45629, -1.91212], [-1.93136, 0.68817, 5.72065], [-1.13835, 3.92427, -1.88886]]}

---

{"formula": "C38H41N5OS2SiV", "method": "ωB97M-V/def2-TZVPD", "de_lowest_kj_mol": 417.8, "s_squared": 3.8033, "lumo_energy_ev": [-0.6, -0.7], "spin_multiplicity": 4, "gap_ev": [5.706, 6.120], "total_charge": 0, "symbols": ["V", "S", "S", "Si", "O", "N", "N", "N", "N", "N", "C", "C", "C", "C", "C", "C", "C", "C", "C", "C", "C", "C", "C", "C", "C", "C", "C", "C", "C", "C", "C", "C", "C", "C", "C", "C", "C", "C", "C", "C", "C", "C", "C", "C", "C", "C", "C", "C", "H", "H", "H", "H", "H", "H", "H", "H", "H", "H", "H", "H", "H", "H", "H", "H", "H", "H", "H", "H", "H", "H", "H", "H", "H", "H", "H", "H", "H", "H", "H", "H", "H", "H", "H", "H", "H", "H", "H", "H", "H"], "positions_angstrom": [[2.99312, -1.77996, -0.34659], [-0.96053, -0.58613, -1.49509], [0.11745, 0.62975, -0.18438], [2.94460, 0.52560, -2.56800], [2.50644, -0.46048, -1.35316], [3.15165, -1.48392, 1.59139], [-4.16874, -4.07711, -2.79279], [-3.63224, -0.02500, -0.53974], [-2.10681, 1.64232, 1.38573], [4.16335, -3.58739, 0.48783], [0.51047, -3.16423, -3.32149], [-1.73703, 2.88368, 3.46403], [4.25307, -1.88863, 3.74606], [-4.41824, 3.93935, -3.45411], [2.89691, 0.06611, 3.41315], [-2.98126, 3.54948, 5.42073], [-3.16344, 1.95025, -2.94824], [-2.24977, 0.13053, -0.50900], [2.58634, -3.19369, -1.88646], [4.51385, -3.39227, 1.83773], [-1.01797, -4.13922, -1.22651], [-1.22863, 1.81015, 2.53923], [-0.84151, -3.37428, -3.50496], [1.58339, 0.62046, -3.87418], [-2.72498, 4.88237, 5.13808], [-5.53941, 1.97049, -2.64923], [3.70277, -0.68210, 4.23981], [4.55130, -0.14865, -3.31973], [3.28064, 2.28700, -1.95967], [-1.55827, 0.90891, 0.33143], [5.63949, -3.86279, 3.90267], [-4.25880, -0.06425, -1.87636], [-3.20740, 3.26656, -3.38146], [-4.23912, 0.94414, 0.38117], [0.33196, -3.92104, -1.05722], [-4.32772, 1.29437, -2.54811], [1.13244, -3.40472, -2.08970], [-5.58723, 3.27692, -3.11421], [-1.62480, -3.84830, -2.45049], [-1.97000, 5.21700, 4.02265], [-3.03297, -3.98724, -2.62816], [5.35091, -4.20053, 2.57481], [5.10584, -2.73713, 4.48066], [-1.48491, 4.22307, 3.18769], [-3.43207, 1.09282, 1.67170], [3.94647, -2.24106, 2.41372], [2.64148, -0.35450, 2.10997], [-2.48816, 2.55589, 4.58669], [-3.57309, 3.27720, 6.28522], [4.97800, 0.55784, -4.03474], [-4.31201, 1.93532, -0.08101], [3.05160, -4.17276, -1.72585], [-3.67790, -0.77203, -2.47137], [-5.24607, 0.59284, 0.61734], [3.92562, -0.37078, 5.25179], [-1.11266, 0.86011, 3.08678], [1.11299, -2.82064, -4.15356], [0.78756, -4.14663, -0.09800], [-3.95312, 1.78684, 2.33152], [5.29165, -0.32193, -2.53471], [-5.26133, -0.47424, -1.74683], [3.02944, -2.75209, -2.78239], [2.44272, 0.98193, 3.76576], [4.39278, -1.09115, -3.84696], [-0.89987, 4.48146, 2.31290], [3.13774, -3.64865, 0.38051], [3.28990, 2.97010, -2.81147], [-3.34885, 0.11664, 2.17421], [1.97333, 0.99757, -4.82208], [2.49986, 2.61773, -1.27223], [6.30502, -4.49754, 4.47223], [-1.76368, 6.25567, 3.79887], [-6.54096, 3.78340, -3.19310], [0.79177, 1.29909, -3.55011], [4.24344, 2.36898, -1.45154], [-2.68383, 1.51470, 4.81721], [-1.62092, -4.52073, -0.41282], [-3.10247, 5.65606, 5.79386], [-6.45603, 1.46698, -2.36255], [-0.25131, 2.09193, 2.13884], [-4.45080, 4.97445, -3.76866], [5.79588, -5.07434, 2.11545], [2.01929, 0.22913, 1.44941], [-1.30507, -3.18320, -4.46435], [1.12528, -0.35295, -4.05370], [4.59876, -4.39639, 0.07178], [5.35015, -2.47967, 5.50316], [-2.28768, 3.76944, -3.65279], [-2.21705, 1.42775, -2.92391]]}

---

{"formula": "C16H18BrCdIN6O3S", "method": "ωB97M-V/def2-TZVPD", "de_lowest_kj_mol": 28.6, "lumo_energy_ev": -5.1, "gap_ev": 7.614, "total_charge": 2, "symbols": ["I", "Cd", "Br", "S", "O", "O", "O", "N", "N", "N", "N", "N", "N", "C", "C", "C", "C", "C", "C", "C", "C", "C", "C", "C", "C", "C", "C", "C", "C", "H", "H", "H", "H", "H", "H", "H", "H", "H", "H", "H", "H", "H", "H", "H", "H", "H", "H"], "positions_angstrom": [[1.54179, -5.80349, -2.25679], [0.52794, -0.01789, 0.09977], [1.81208, 0.99619, -2.49658], [-6.65387, -0.97812, -0.98149], [6.40394, 2.41748, -0.62013], [-0.21260, 2.14796, 0.76962], [-0.07796, 0.61512, 2.37552], [1.06717, -2.24541, 0.00643], [1.67909, -3.03968, 0.90226], [-1.12824, 2.02848, 4.24749], [2.69198, 0.80877, 0.08827], [-5.81369, -0.35144, -3.41496], [-1.49361, -0.30306, -0.84674], [4.82284, 1.48338, 0.93573], [3.09043, 1.21528, -1.11694], [1.93639, -4.25721, 0.39620], [-4.10837, -0.53758, -1.74823], [-3.51548, -1.55869, -1.00945], [4.31620, 1.75885, -1.40288], [1.47241, -4.26280, -0.90213], [-3.35198, 0.59083, -2.04497], [-0.97409, 2.75249, 2.93743], [-2.06047, 0.67609, -1.56089], [0.94291, -2.98230, -1.09443], [3.56476, 0.95416, 1.09529], [-5.54880, -0.63084, -2.13005], [-0.36725, 1.76618, 1.93584], [5.21581, 1.89552, -0.34147], [-2.21306, -1.40743, -0.58931], [-0.32808, 3.61611, 3.06787], [-0.59575, 2.45612, 5.00427], [2.41710, -5.02353, 0.98095], [-3.77078, 1.41490, -2.60639], [-1.72177, -2.18447, -0.01733], [-5.08769, -0.31199, -4.11046], [-1.94575, 3.09116, 2.58947], [0.48539, -2.57101, -1.98058], [1.86860, -2.71120, 1.83360], [6.97173, 2.47757, 0.15902], [-1.46181, 1.56274, -1.72923], [-2.09971, 1.95485, 4.54844], [-6.76944, -0.40913, -3.73185], [-0.75102, 1.07643, 4.05478], [4.59135, 2.07180, -2.39888], [-4.08158, -2.44200, -0.75086], [3.22581, 0.62702, 2.07036], [5.48712, 1.57383, 1.78443]]}

---

{"formula": "C4H3FO5Zn", "method": "ωB97M-V/def2-TZVPD", "de_lowest_kj_mol": 35.5, "s_squared": 0.7529, "lumo_energy_ev": [-9.0, -9.0], "spin_multiplicity": 2, "gap_ev": [2.993, 6.140], "total_charge": 1, "symbols": ["Zn", "F", "O", "O", "O", "O", "O", "C", "C", "C", "C", "H", "H", "H"], "positions_angstrom": [[-2.48890, 1.61735, 0.63741], [1.21952, 1.37613, 1.29412], [-1.39242, 0.83583, 2.32722], [-2.30468, -0.23461, 0.68182], [0.39434, -1.61290, -3.38060], [1.24876, -0.89814, -1.43985], [-0.18867, -0.33472, 0.73979], [1.11491, 0.15034, 0.70814], [0.87460, -0.77614, -2.69263], [1.64758, 0.26753, -0.71280], [-1.30202, -0.02121, 1.42845], [1.27757, 1.17788, -1.19573], [2.74211, 0.28844, -0.66002], [1.69025, -0.56014, 1.31411]]}